Density functional theory data (ωB97M-V with the def2-TZVPD basis set) for one molecule with the formula C14H16ClFN4O2.

```
38
Properties=species:S:1:pos:R:3
C -5.47103 -3.28216 -0.36935
O -5.63086 -1.89761 -0.22078
C -4.89368 -1.36919 0.85975
C -5.12479 0.13703 0.93331
C -4.68467 0.85447 -0.34770
N -3.27196 0.72017 -0.59758
C -2.36819 1.65078 -0.23326
O -2.64160 2.72744 0.26481
C -0.98114 1.23203 -0.52396
C 0.19889 1.93588 -0.37403
N 1.15320 1.07668 -0.77960
C 2.57941 1.27720 -0.83431
C 3.29112 0.10151 -0.21927
C 4.10784 -0.72767 -0.97921
F 4.29444 -0.43484 -2.27902
C 4.75031 -1.83143 -0.45043
C 4.56984 -2.12912 0.88825
C 3.76678 -1.32827 1.68063
C 3.13676 -0.22537 1.12650
Cl 2.14172 0.76695 2.13190
N 0.60286 -0.07650 -1.14834
N -0.66115 0.00369 -1.00104
H -6.07717 -3.57729 -1.22339
H -4.42186 -3.54548 -0.55695
H -5.81164 -3.82169 0.52386
H -3.82206 -1.58886 0.72771
H -5.21688 -1.84217 1.80126
H -4.57218 0.53781 1.78393
H -6.18803 0.32370 1.08424
H -5.23697 0.44558 -1.19595
H -4.89045 1.92317 -0.25043
H -2.91786 -0.14962 -0.96639
H 0.39432 2.92640 -0.02497
H 2.88803 1.38615 -1.87884
H 2.81542 2.19504 -0.28864
H 5.37188 -2.43884 -1.08796
H 5.05810 -2.98919 1.31817
H 3.62490 -1.55403 2.72529
```

Output
E_tot	-40072.517	eV
multiplicity	1
energy relative to the best compared isomer or geometry (same formula, charge and spin)	0.00	kcal/mol
HOMO	-9.4	eV
total charge	0
E_LUMO	0.025	Ha

***

Density functional theory data (ωB97M-V with the def2-TZVPD basis set) for C14H16F24Li3N4O20S9 as an isolated structure.

```
90
Properties=species:S:1:pos:R:3
Li 12.98835 8.31270 15.69731
Li 7.22502 9.94524 10.70018
Li 8.14911 12.53359 8.79420
N 10.33286 9.94640 9.50318
S 11.92272 10.41334 10.07877
O 12.80654 10.94285 9.09384
O 12.44040 9.69072 11.22306
F 11.33254 11.66815 10.89683
S 10.92114 8.83219 8.57644
O 11.48100 7.66085 9.24362
O 11.31206 9.32792 7.27515
F 9.47137 8.28340 8.32189
N 8.35211 14.56506 2.54982
S 7.45260 13.25456 3.36957
O 7.83231 12.79107 4.71849
O 6.81693 12.28507 2.51632
F 6.21839 14.18803 3.72137
S 9.37526 13.46918 2.30669
O 9.33773 12.68697 1.10740
O 10.22843 12.98737 3.35509
F 10.42383 14.51078 1.76902
N 11.65648 17.49074 6.25993
S 11.89424 16.57448 7.64621
O 13.04059 16.79874 8.49831
O 11.27572 15.21469 7.41606
F 10.71499 17.27464 8.56176
S 13.18506 17.40616 5.84886
O 13.93914 16.15736 5.78076
O 13.91771 18.61117 6.05408
F 12.66745 17.72978 4.27982
N 9.73580 7.65271 15.98568
S 8.57722 7.16375 15.04723
O 7.82620 8.13659 14.21417
O 7.96713 5.91711 15.35332
F 9.55469 6.61889 13.86636
S 8.60163 8.63114 16.83674
O 7.37779 8.11883 17.36347
O 8.63733 9.99659 16.41192
F 9.63431 8.78575 18.07003
C 11.76769 2.22240 6.38584
C 10.36456 1.74128 6.73939
C 10.25274 0.27465 6.86581
S 11.90155 -0.39117 6.34022
O 11.78777 -1.41255 5.31771
O 12.78435 -0.55541 7.49580
C 12.54459 1.12482 5.59322
H 12.36527 2.49904 7.25444
H 11.69708 3.08028 5.71714
H 9.62863 2.34918 6.21311
H 10.40666 2.11756 7.76151
H 9.48556 -0.01590 6.14809
H 10.07034 -0.07845 7.88078
H 12.15960 1.21336 4.57732
H 13.62971 1.13485 5.49072
C 18.27375 13.30862 1.03429
C 18.77291 14.73911 1.39664
C 19.80774 15.27525 0.36415
F 19.57239 14.85779 -0.89002
F 20.29611 16.52366 0.42041
F 17.64543 15.44085 1.23520
F 19.30425 14.81112 2.61384
O 17.03667 12.80428 1.68151
C 17.08890 11.32197 1.83157
C 15.85552 10.82996 2.55032
F 14.80112 10.89734 1.71342
F 16.05274 9.50179 2.76188
F 17.30666 10.80924 0.55288
F 18.17213 10.98503 2.58722
H 19.10685 12.60886 1.10061
H 18.16710 13.24068 -0.04835
H 20.74837 14.73802 0.48542
H 15.63347 11.34960 3.48240
C 20.01875 13.98270 11.29421
C 20.26352 12.79600 10.40156
C 18.98114 11.97434 10.37803
F 19.12611 10.83059 9.64961
F 18.45248 11.62281 11.57451
F 20.65157 13.27600 9.26875
F 21.32646 12.11682 10.78338
O 20.93407 15.01433 11.04586
C 21.61227 15.54357 12.10439
C 22.39991 16.79956 11.74427
F 23.27754 17.22462 12.68919
F 23.06385 16.55434 10.62973
F 20.64632 15.78671 13.05314
F 22.39151 14.60602 12.62212
H 19.95324 13.67724 12.33848
H 19.01869 14.31987 11.02161
H 18.26539 12.55510 9.79622
H 21.68621 17.61998 11.66912
```

Output
E_tot	-225025.557	eV
multiplicity	1
HOMO	-6.5	eV
total charge	-1
E_LUMO	-0.142	Ha

***

Density functional theory data (ωB97M-V with the def2-TZVPD basis set) for C14H16F6MnN4O5S2 as an isolated structure.

```
48
Properties=species:S:1:pos:R:3
Mn 23.30344 -26.78099 -11.32162
C 24.94086 -28.42964 -7.76663
F 26.00538 -27.77330 -8.20507
F 25.33195 -29.40391 -6.96642
F 24.14874 -27.61329 -7.08718
S 24.04961 -29.18140 -9.30976
O 25.02281 -29.32040 -10.37496
O 23.49330 -30.40693 -8.80613
N 22.89257 -27.99174 -9.79700
S 21.50250 -28.08488 -9.07009
O 21.54458 -28.39612 -7.66539
O 20.80684 -26.86475 -9.44544
C 20.58756 -29.48729 -9.96748
F 20.49434 -30.52421 -9.17041
F 19.37021 -29.06650 -10.28622
F 21.17869 -29.80230 -11.11001
O 23.53900 -27.94900 -12.87174
H 24.07772 -28.70324 -12.59504
N 26.27118 -28.47804 -13.67322
C 26.53751 -29.66198 -14.28458
C 27.85608 -29.62557 -14.70335
C 28.25044 -28.29282 -14.55607
C 27.30436 -27.58043 -13.85221
H 25.36577 -28.17336 -13.32936
H 25.79933 -30.44394 -14.38116
H 28.37697 -30.35770 -15.29622
H 29.18983 -27.91026 -14.93307
H 27.18644 -26.56506 -13.51992
N 22.76768 -30.50224 -13.92132
C 22.23620 -30.97648 -15.08177
C 22.18400 -32.34405 -15.04734
C 22.67567 -32.73426 -13.75924
C 23.03225 -31.58263 -13.11882
H 22.98965 -29.55158 -13.63742
H 22.03615 -30.36449 -15.94808
H 21.92980 -32.93002 -15.91476
H 22.83534 -33.70329 -13.31568
H 23.59040 -31.50828 -12.19689
N 23.24252 -27.60353 -15.84895
C 24.28061 -28.01022 -16.64809
C 23.99865 -27.72421 -17.96472
C 22.74081 -27.07949 -17.98118
C 22.33728 -26.96883 -16.66978
H 23.20334 -27.74733 -14.85132
H 25.14039 -28.44670 -16.16312
H 24.59953 -28.01265 -18.81030
H 22.27818 -26.67321 -18.86476
H 21.50696 -26.47959 -16.18249
```

Output
E_tot	-100267.826	eV
multiplicity	6
HOMO (alpha / beta)	-8.0 / -8.0	eV
total charge	0
E_LUMO (alpha / beta)	-0.105 / -0.118	Ha

***

Density functional theory data (ωB97M-V with the def2-TZVPD basis set) for a 2-piece molecular cluster, C14H16F8N2O4 overall.

```
44
Properties=species:S:1:pos:R:3
O 1.67960 0.40249 3.04376
C 1.96439 0.76131 1.87174
N 3.18660 0.39043 1.26639
C 3.86809 0.82074 0.17081
H 4.09354 0.05975 -0.25509
H 3.30668 1.37112 -0.36677
C 5.23368 1.51462 0.71411
H 4.92063 2.66569 0.94555
O 6.11677 0.97593 1.30504
C 5.38178 0.52513 2.56288
H 5.30973 1.35909 2.97947
C 4.31109 -0.22667 2.20320
H 4.33859 -1.09987 1.85999
H 3.69647 -0.62068 3.13845
H 6.15727 0.06419 3.08247
H 5.81476 1.74426 -0.29928
C 1.02133 1.61236 1.17241
F 0.25271 2.20544 1.91454
F 1.68672 2.62571 0.18031
C 0.42395 0.61529 0.03135
F 1.30492 0.17668 -0.74057
F -0.16461 1.37660 -0.81092
C -0.51952 -0.40579 0.60070
F -0.69767 -0.20404 2.01945
F 0.08095 -1.34578 0.41625
C -2.04097 -0.43827 -0.06928
F -2.71736 0.80933 0.32839
F -2.66097 -1.37196 0.50103
C -1.81694 -0.87215 -1.41309
O -0.83320 -1.11425 -1.94569
N -2.99299 -0.80722 -2.30663
C -4.38006 -0.53072 -1.70055
H -4.41090 -0.42537 -0.67770
C -5.17847 -1.92573 -1.78773
H -6.18350 -1.85019 -1.54150
O -5.06088 -2.46984 -3.42071
C -3.85273 -2.38151 -3.80709
H -3.85964 -3.06483 -4.69660
C -2.97457 -1.25390 -3.60962
H -1.80420 -1.46452 -3.91700
H -3.56599 -0.59239 -4.09645
H -3.11928 -3.53654 -3.09035
H -4.60115 -2.75625 -1.18629
H -4.88939 0.15180 -2.12536
```

Output
E_tot	-47670.457	eV
multiplicity	1
HOMO	-8.8	eV
total charge	0
E_LUMO	0.016	Ha

***

Density functional theory data (ωB97M-V with the def2-TZVPD basis set) for C14H16N2NaO2Se as an isolated structure.

```
36
Properties=species:S:1:pos:R:3
Na -0.34011 0.11244 -1.58577
C -0.10046 -1.01613 6.56960
C -0.05576 -1.17373 5.07137
C -0.07807 -2.42510 4.47199
C -0.05728 -2.58687 3.08820
C -0.06901 -3.98669 2.53566
C -0.01591 -1.46589 2.23200
Se -0.00023 -1.75605 0.33805
C 0.03068 -0.19356 2.84087
C 0.12949 1.08268 2.04359
C 0.00585 -0.07444 4.22819
H -0.15453 -1.98811 7.06372
H -0.97052 -0.43753 6.89116
H 0.78399 -0.50127 6.95496
H -0.11444 -3.31207 5.10021
H -0.11401 -4.71453 3.34956
H 0.81810 -4.17971 1.92800
H -0.91262 -4.14293 1.86057
H 0.00981 0.89446 0.98291
H 1.10576 1.55564 2.18401
H -0.62951 1.80359 2.35658
H 0.03595 0.92436 4.66034
C 0.39438 1.58036 -7.31920
N 0.13730 1.79403 -5.90741
C -0.00845 3.04300 -5.38124
C -0.23101 3.23662 -4.07417
C -0.30542 2.06038 -3.21732
O -0.49482 2.17817 -1.98145
N -0.16362 0.82189 -3.76335
C 0.05275 0.64451 -5.09446
O 0.21015 -0.44259 -5.64142
H 0.41957 2.55108 -7.81382
H -0.38353 0.96259 -7.76408
H 1.34429 1.06955 -7.46886
H 0.06748 3.85976 -6.08861
H -0.34624 4.22206 -3.65039
```

Output
E_tot	-91620.274	eV
multiplicity	1
energy relative to the best compared isomer or geometry (same formula, charge and spin)	5.97	kcal/mol
HOMO	-3.6	eV
total charge	-1
E_LUMO	0.086	Ha

***

Density functional theory data (ωB97M-V with the def2-TZVPD basis set) for C14H16N2O4P2ReS2Se as an isolated structure.

```
42
Properties=species:S:1:pos:R:3
Re 0.98383 -0.93166 1.01262
S 0.50022 -0.94972 3.34375
C -0.96721 -1.89018 3.40523
C -1.62663 -1.92447 4.67872
N -2.15144 -1.91319 5.70105
C -1.48421 -2.55491 2.34782
S -0.73089 -2.54799 0.76955
C -2.70259 -3.29779 2.46323
N -3.67683 -3.90168 2.55045
C 2.63496 -0.38692 -2.17280
P 1.00601 -0.70571 -1.46229
C 0.34151 -2.09366 -2.42282
C -0.03343 0.71577 -1.92428
C -0.14396 1.10595 -3.25726
C -0.93587 2.18566 -3.60867
C -1.62616 2.88815 -2.62831
C -1.52040 2.50811 -1.30134
C -0.72507 1.42313 -0.93876
P -0.57379 0.92497 0.80785
C 0.06048 2.38441 1.66921
C -2.27570 0.71767 1.38899
H 2.57420 -0.26046 -3.25404
H 3.29019 -1.22398 -1.93226
H 3.06338 0.50125 -1.71145
H 0.37095 -1.85823 -3.48670
H -0.68400 -2.29827 -2.11935
H 0.95071 -2.97748 -2.23145
H 0.39236 0.56542 -4.02804
H -1.01589 2.48203 -4.64591
H -2.24525 3.73238 -2.90066
H -2.06091 3.06272 -0.54354
H -0.55906 3.25822 1.46858
H 1.08450 2.56302 1.34397
H 0.06694 2.17235 2.73869
H -2.85446 1.62711 1.22841
H -2.25124 0.49384 2.45568
H -2.73920 -0.11388 0.85973
O 4.81894 -0.52284 0.07182
Se 3.81737 -0.69558 1.29768
O 2.49597 0.42772 1.15338
O 2.73526 -2.00043 1.03822
O 4.39643 -0.69084 2.77532
```

Output
E_tot	-133671.350	eV
multiplicity	4
energy relative to the best compared isomer or geometry (same formula, charge and spin)	0.00	kcal/mol
HOMO (alpha / beta)	-8.1 / -9.0	eV
total charge	0
E_LUMO (alpha / beta)	-0.016 / -0.076	Ha